# B2H8Sn

A structure of composition B2H8Sn (wB97M-V/def2-TZVPD, the Open Molecules 2025 dataset).

ΔE to the lowest compared entry with this formula, charge and spin	58.47	kJ/mol
molar mass	148.4	g mol⁻¹
gap between HOMO and LUMO	6.2	eV
E_tot	-268.53676	a.u.
E_HOMO	-0.346	hartree

Cartesian coordinates (Å):
H: -0.44 2.06 0.95
B: -0.25 2.04 -0.24
H: -0.26 -3.00 -0.77
Sn: 1.22 0.21 1.66
H: -0.89 2.84 -0.79
B: 0.00 -2.09 -0.08
H: 1.19 -1.92 0.02
H: -0.47 -2.14 1.01
H: -0.56 -1.25 -0.67
H: -0.45 0.97 -0.66
H: 0.90 2.27 -0.42

For each atom in turn, the natural (NBO) charge in e is: H -0.053; B -0.808; H 0.091; Sn 1.522; H 0.091; B -0.812; H -0.050; H -0.027; H 0.032; H 0.027; H -0.011